DFT (ωB97M-V/def2-TZVPD) results for one molecule with the formula C5H4N2.

Values from the calculation:
max |F|	2.31	eV Å⁻¹
ΔE to the lowest compared entry with this formula, charge and spin	72.8	kcal per mole
SMILES	C#Cc1ccn[nH]1
energy	-302.31235	Ha
LUMO level	0.9	eV
gap between HOMO and LUMO	9.875	eV
charge	0

The geometry in XYZ format:
```
11
Properties=species:S:1:pos:R:3:forces:R:3
H -0.3644 -1.0562 -1.5543 -0.7 -2.2 -0.3
C 1.6068 -0.1898 0.0086 0.6 0.4 0.1
H 3.7559 -0.6419 0.5822 -0.1 0.0 -0.1
H -0.0422 2.0032 0.5900 0.0 0.1 0.6
C 2.7456 -0.4440 0.3040 -0.3 0.2 -0.2
N -0.4398 1.0955 0.4406 0.1 0.0 0.6
H -2.9751 -0.6776 -0.0632 0.3 0.1 -0.5
C -0.7380 -0.8280 -0.5720 0.0 0.8 -0.2
N -1.7676 0.9065 0.4688 0.0 -0.1 0.1
C 0.2108 0.0456 -0.0934 0.0 0.4 0.1
C -1.9689 -0.2653 -0.1144 0.0 0.3 -0.2
```
Forces are in eV/Å.